1) {
  "formula": "C3H9N3",
  "method": "wB97M-V/def2-TZVPD",
  "species": ["C", "C", "N", "C", "N", "N", "H", "H", "H", "H", "H", "H", "H", "H", "H"],
  "coordinates": [[-0.08928, 0.49719, -1.29076], [1.85176, 0.34316, 0.32562], [-1.62714, -0.06757, 1.03899], [0.37089, 0.14732, 0.12944], [-1.48577, -1.42089, 1.05790], [-0.36092, 0.40522, 1.23824], [-2.07499, 0.28483, 0.17712], [-2.40751, -1.84359, 0.90918], [-0.29529, -1.29879, 0.26206], [-0.03545, 1.57712, -1.44756], [-1.10685, 0.17194, -1.51007], [0.58261, 0.02155, -2.00333], [2.11421, 0.18997, 1.37039], [2.15743, 1.35301, 0.04108], [2.40629, -0.36048, -0.29830]],
  "gap_ev": [8.16, 8.16],
  "charge": 0
}

2) {
  "formula": "C3H9N3",
  "method": "wB97M-V/def2-TZVPD",
  "species": ["H", "N", "C", "C", "N", "N", "C", "H", "H", "H", "H", "H", "H", "H", "H"],
  "coordinates": [[1.92225, -0.71166, -0.88353], [1.47634, -0.70038, 0.02544], [0.49970, 0.11231, -0.04103], [-0.16115, 0.57272, -1.37669], [-0.29416, -0.46842, -2.29485], [0.04409, 0.72845, 1.05998], [-0.24374, -0.10305, 2.21071], [0.39215, 1.37161, -1.92190], [-1.03804, 0.95878, -1.02900], [0.08134, -1.30995, -1.96443], [-1.17312, -0.90832, -2.49481], [-0.61392, 1.46848, 0.99038], [-0.93108, -0.98397, 2.26315], [0.65057, -0.47574, 2.38050], [-0.61123, 0.44911, 3.07608]],
  "smiles": "[H]/N=C(\\CN)NC",
  "gap_ev": 9.80,
  "charge": 0
}

The most stable of them is 2).

1) {
  "formula": "C4H8N3P",
  "method": "wB97M-V/def2-TZVPD",
  "species": ["C", "P", "C", "N", "N", "C", "N", "C", "H", "H", "H", "H", "H", "H", "H", "H"],
  "coordinates": [[1.66493, -1.38426, -1.00280], [1.20381, 0.45689, -1.25841], [-0.57350, 0.34677, -1.03490], [-1.41823, 0.04207, -1.98265], [-2.71072, 0.13980, -1.58363], [-2.64387, 0.47167, -0.32875], [-1.33090, 0.65475, 0.04728], [-1.04155, 1.34993, 1.30675], [1.66334, -1.59580, 0.06259], [2.66630, -1.42610, -1.21416], [1.29360, -1.98363, -1.75374], [1.15808, 0.43213, -2.64465], [-3.39742, 0.61266, 0.29345], [-1.67884, 0.94840, 2.06897], [0.08757, 1.23458, 1.68120], [-1.33045, 2.39486, 1.18804]],
  "smiles": "CPc1nncn1C",
  "gap_ev": 9.96,
  "charge": 0
}

2) {
  "formula": "C4H8N3P",
  "method": "wB97M-V/def2-TZVPD",
  "species": ["C", "C", "C", "C", "N", "N", "N", "P", "H", "H", "H", "H", "H", "H", "H", "H"],
  "coordinates": [[-0.76129, -0.83588, 0.10273], [0.55215, -0.74750, 0.67991], [-1.68698, 0.27483, -0.00688], [-1.11967, 1.16777, -0.99728], [-0.83520, -1.96900, -0.43113], [0.87462, -0.98520, 1.87690], [2.48941, 0.67197, 0.07663], [1.46256, -0.27593, -0.81564], [-2.54308, -0.25331, -0.44306], [-1.85882, 0.79460, 1.01330], [-1.37221, 0.86013, -2.04801], [-0.81084, 2.25211, -0.69019], [-1.70952, -2.39830, -0.95919], [1.84107, -0.90762, 2.00016], [3.40965, 1.11164, -0.18862], [2.06815, 1.23968, 0.83038]],
  "gap_ev": [7.76, 7.35],
  "charge": 0
}

The most stable of them is 1).

1) {
  "formula": "C3H12N4",
  "method": "wB97M-V/def2-TZVPD",
  "species": ["C", "N", "N", "H", "H", "H", "H", "H", "H", "C", "C", "N", "N", "H", "H", "H", "H", "H", "H"],
  "coordinates": [[0.51825, 1.74843, 0.98680], [-0.52265, 1.28372, 0.08719], [-1.75510, 1.16543, 0.80725], [-0.38555, 0.85310, -1.10544], [-1.88576, 0.17518, 1.06176], [-2.53328, 1.39426, 0.19004], [1.45812, 1.85159, 0.43777], [0.26021, 2.71947, 1.42095], [0.68043, 1.04916, 1.81897], [1.35899, -1.32050, 0.05406], [-0.02809, -1.04286, -0.46314], [-0.09738, -0.38610, -1.76094], [-1.07708, -1.74071, -0.15298], [-0.94314, -0.67788, -2.24541], [0.71794, -0.49282, -2.35610], [-0.87779, -2.36812, 0.62690], [1.62394, -2.36296, -0.14568], [2.11181, -0.67137, -0.39772], [1.37614, -1.17703, 1.13571]],
  "gap_ev": 7.89,
  "charge": 0
}

2) {
  "formula": "C3H12N4",
  "method": "wB97M-V/def2-TZVPD",
  "species": ["N", "C", "N", "N", "H", "H", "H", "H", "H", "C", "N", "C", "H", "H", "H", "H", "H", "H", "H"],
  "coordinates": [[0.62658, -0.24868, 1.64543], [1.19515, 0.91782, 1.38256], [0.79168, 2.16794, 1.89488], [2.25823, 0.99330, 0.47533], [-0.07044, -0.09362, 2.35169], [0.22060, 2.08110, 2.71938], [1.55912, 2.82329, 2.08496], [2.81829, 1.84683, 0.46183], [2.77799, 0.12637, 0.50811], [-2.37847, -1.12096, -1.05050], [-1.11249, -0.38051, -1.04968], [-0.12419, -1.10420, -1.86395], [-2.80268, -1.19886, -2.06684], [-2.27970, -2.17052, -0.76287], [-3.12961, -0.57617, -0.41986], [-0.78999, -0.28432, -0.05907], [0.10264, -2.14510, -1.55694], [0.81951, -0.52350, -1.78631], [-0.48221, -1.11021, -2.90815]],
  "smiles": "N=C(N)N.CNC",
  "gap_ev": 8.81,
  "charge": 0
}

The most stable of them is 2).

1) {
  "formula": "C3H7NO3",
  "method": "wB97M-V/def2-TZVPD",
  "species": ["C", "C", "C", "O", "N", "O", "O", "H", "H", "H", "H", "H", "H", "H"],
  "coordinates": [[-0.57441, 0.94376, -1.17356], [-0.02984, -0.24051, -0.48300], [-0.15907, -0.38892, 1.07216], [1.54759, -0.09926, -0.88814], [-0.26241, -1.46253, -1.19967], [0.15369, -2.49622, -0.76166], [-0.76437, -1.34699, -2.26700], [-0.53577, 0.89169, -2.27577], [-0.08319, 1.87061, -0.74916], [-1.60033, 1.21189, -0.83700], [-1.09379, -1.02477, 1.25578], [-0.00455, 0.67082, 1.52297], [0.64117, -0.93100, 1.32209], [1.78695, -1.00765, -1.05488]],
  "smiles": "CC(C)(O)[N+](=O)[O-]",
  "gap_ev": 11.14,
  "charge": 0
}

2) {
  "formula": "C3H7NO3",
  "method": "wB97M-V/def2-TZVPD",
  "species": ["C", "C", "O", "O", "H", "H", "H", "H", "N", "C", "O", "H", "H", "H"],
  "coordinates": [[1.49578, 0.12387, -1.27330], [0.76335, 0.34785, 0.01517], [1.55714, 0.31799, 1.09989], [-0.29390, 1.11979, 0.05558], [1.01537, 0.60838, 1.85248], [1.94902, 1.07556, -1.56338], [0.78147, -0.16480, -2.04308], [2.27423, -0.62910, -1.15973], [-1.78351, -0.37652, 1.25701], [-1.24584, -0.39648, -0.05372], [-1.78611, -0.66625, -1.09686], [-2.05609, 0.55949, 1.53177], [-2.58817, -0.99208, 1.29419], [-0.08275, -0.92770, 0.08399]],
  "gap_ev": 10.09,
  "charge": 0
}

3) {
  "formula": "C3H7NO3",
  "method": "wB97M-V/def2-TZVPD",
  "species": ["N", "C", "C", "O", "H", "H", "H", "H", "H", "O", "C", "O", "H", "H"],
  "coordinates": [[1.72310, 0.40547, 0.39102], [0.60025, 0.80148, -0.31283], [0.28402, 0.32894, -1.53858], [1.04444, -0.60251, -2.16873], [1.80746, -0.61004, 0.43544], [1.72332, 0.76400, 1.34630], [0.11420, 1.69486, 0.07457], [-0.54868, 0.67691, -2.13563], [1.89413, -0.61327, -1.67202], [-0.90161, -0.88786, 2.11078], [-1.40159, -0.82105, 0.99735], [-2.47227, -0.03702, 0.73770], [-1.21005, -1.51983, 0.15190], [-2.65671, 0.41991, 1.58272]],
  "smiles": "N/C=C\\O.O=CO",
  "gap_ev": 8.72,
  "charge": 0
}

4) {
  "formula": "C3H7NO3",
  "method": "wB97M-V/def2-TZVPD",
  "species": ["C", "C", "N", "C", "O", "O", "O", "H", "H", "H", "H", "H", "H", "H"],
  "coordinates": [[1.98517, -0.23277, 0.82603], [-1.83656, 0.06244, 0.06838], [0.80892, 0.18174, 1.00755], [-0.57303, -0.72990, -0.02996], [0.27294, -0.33274, -1.42726], [0.16258, 1.05730, -1.74244], [-0.47102, -1.90929, 0.17396], [0.77395, 1.24431, -2.46817], [0.46423, 0.74322, 1.78530], [2.75229, -0.20662, 1.59064], [2.32986, -0.82377, -0.02022], [-1.75451, 0.94321, 0.69958], [-2.19170, 0.49938, -0.87087], [-2.72311, -0.49652, 0.40747]],
  "gap_ev": 9.24,
  "charge": 0
}

The most stable of them is 3).

1) {
  "formula": "C3H7NO3",
  "method": "wB97M-V/def2-TZVPD",
  "species": ["C", "C", "N", "O", "C", "O", "O", "H", "H", "H", "H", "H", "H", "H"],
  "coordinates": [[-1.55794, 0.01678, 0.12092], [-0.10111, 0.33575, -0.16020], [0.74586, -0.00712, 1.01947], [0.98156, 1.14433, 1.72867], [0.56204, -0.53889, -1.20557], [1.09716, 0.03103, -2.15638], [0.62293, -1.85228, -0.96980], [-2.13576, 0.15607, -0.79039], [-1.92288, 0.72831, 0.86029], [-1.66922, -0.99859, 0.49639], [-0.04803, 1.38126, -0.50225], [1.70922, -0.28263, 0.62160], [1.32004, 1.88499, 0.96992], [0.39614, -1.99901, -0.03268]],
  "smiles": "C[C@@H](NO)C(=O)O",
  "gap_ev": 10.67,
  "charge": 0
}

2) {
  "formula": "C3H7NO3",
  "method": "wB97M-V/def2-TZVPD",
  "species": ["C", "C", "C", "N", "O", "O", "O", "H", "H", "H", "H", "H", "H", "H"],
  "coordinates": [[-0.13026, 1.48070, -0.80586], [-1.26354, -0.58130, 0.95894], [1.09562, -0.40306, 0.12947], [-0.34803, -0.34207, -0.16014], [1.01038, 1.32252, -1.34387], [1.70273, -1.25378, -0.72671], [1.54844, 0.05178, 1.14773], [2.65788, -1.15065, -0.61249], [-0.55793, -0.90459, -0.98011], [-1.04032, 1.60640, -1.41512], [-0.20258, 2.08621, 0.11851], [-1.30849, -1.63992, 1.22296], [-2.26726, -0.26846, 0.66096], [-0.89663, -0.00380, 1.80571]],
  "gap_ev": 9.65,
  "charge": 0
}

The most stable of them is 2).

1) {
  "formula": "C4H16O3",
  "method": "wB97M-V/def2-TZVPD",
  "species": ["C", "C", "C", "C", "H", "H", "H", "H", "H", "H", "H", "H", "H", "H", "O", "H", "H", "O", "H", "H", "O", "H", "H"],
  "coordinates": [[-1.41807, 2.45456, -0.95960], [-0.35299, 1.61343, -1.63797], [-0.04136, 0.35038, -0.78996], [1.44202, 0.00835, -0.62911], [-1.03556, 2.76837, 0.01855], [-1.63243, 3.39780, -1.47676], [-2.35192, 1.90170, -0.83910], [-0.54172, 1.30257, -2.66014], [0.55760, 2.22998, -1.75241], [-0.47123, -0.46477, -1.38621], [-0.63023, 0.28167, 0.13100], [1.58262, -0.63446, 0.24103], [1.72842, -0.46205, -1.56748], [2.16269, 0.83656, -0.66673], [-1.37396, 2.83730, 3.73522], [-1.94892, 2.60454, 2.99530], [-1.65123, 3.72051, 3.92969], [1.10809, -3.17555, -1.46442], [1.93096, -3.64140, -1.47292], [1.41445, -2.26911, -1.56713], [0.43773, -3.60247, 1.25285], [1.09413, -3.49989, 1.95447], [0.79881, -2.98444, 0.58352]],
  "smiles": "CCCC.O.O.O",
  "gap_ev": 11.65,
  "charge": 0
}

2) {
  "formula": "C4H16O3",
  "method": "wB97M-V/def2-TZVPD",
  "species": ["C", "C", "C", "C", "H", "H", "H", "H", "H", "H", "H", "H", "H", "H", "O", "H", "H", "O", "H", "H", "O", "H", "H"],
  "coordinates": [[-0.61155, 1.17153, -1.17348], [0.51153, 1.82116, -0.39294], [1.73295, 0.91523, -0.35152], [2.70028, 1.28418, 0.80087], [-0.30954, 1.20626, -2.32178], [-1.52723, 1.75504, -1.06876], [-0.88873, 0.13301, -1.00250], [0.23796, 2.31111, 0.43926], [0.71530, 2.69338, -1.11396], [2.30211, 0.89936, -1.25484], [1.35617, -0.10687, -0.28338], [3.39509, 0.35415, 0.79692], [2.37366, 1.20418, 1.83006], [2.93163, 2.36870, 0.68445], [-1.99811, -2.24005, 2.33717], [-1.15678, -1.78964, 2.06080], [-2.48862, -2.08698, 1.62667], [-3.33566, -1.57528, 0.10235], [-3.07720, -0.90583, 0.66064], [-2.74992, -1.54078, -0.62722], [-0.22375, -2.49121, -0.39670], [0.33000, -3.15905, -0.10453], [-0.21958, -2.22157, -1.24760]],
  "smiles": "CCCC.O.O.O",
  "gap_ev": 11.30,
  "charge": 0
}

The most stable of them is 1).

1) {
  "formula": "C3H6O3",
  "method": "wB97M-V/def2-TZVPD",
  "species": ["C", "C", "O", "H", "H", "H", "H", "O", "C", "O", "H", "H"],
  "coordinates": [[-1.53883, -1.54406, 0.55552], [-1.92832, -0.62968, -0.42520], [-1.44487, 0.57722, -0.44815], [-1.94232, -2.54683, 0.54148], [-1.00364, -1.17197, 1.42495], [-2.59227, -0.80054, -1.26710], [-0.91551, 0.70682, -1.26112], [2.16898, 2.12436, 0.97742], [2.52797, 1.40703, 0.09681], [1.98749, 0.19355, -0.17282], [3.50522, 1.54333, -0.37432], [1.17609, 0.14078, 0.35252]],
  "gap_ev": [8.21, 4.48],
  "charge": 1,
  "multiplicity": 2
}

2) {
  "formula": "C3H6O3",
  "method": "wB97M-V/def2-TZVPD",
  "species": ["O", "C", "C", "H", "H", "H", "H", "O", "C", "O", "H", "H"],
  "coordinates": [[0.65561, 1.09808, 3.09401], [0.29257, 0.43551, 2.15331], [0.43603, -1.05204, 1.94947], [-0.42401, 1.11154, 1.58900], [0.82516, -1.50130, 2.91815], [-0.50356, -1.50341, 1.50268], [1.28329, -1.13756, 1.18403], [-0.55051, 1.16241, -2.46603], [-0.81669, -0.02105, -2.29935], [0.07540, -1.09016, -2.30967], [-1.83161, -0.55879, -2.12812], [-0.26467, -1.94761, -2.43277]],
  "gap_ev": [7.58, 4.15],
  "charge": 1,
  "multiplicity": 2
}

The most stable of them is 1).

1) {
  "formula": "C5H14S",
  "method": "wB97M-V/def2-TZVPD",
  "species": ["C", "C", "S", "C", "H", "H", "H", "H", "H", "H", "H", "H", "C", "C", "H", "H", "H", "H", "H", "H"],
  "coordinates": [[-1.53743, 2.10074, -0.81309], [-0.37906, 1.12472, -0.69694], [-0.50154, -0.30340, -1.81497], [-0.49227, -1.78121, -0.75526], [-1.90819, 2.44573, -1.76626], [-1.25409, 2.91846, -0.14948], [-2.40157, 1.69357, -0.28213], [0.57871, 1.63323, -0.76342], [-0.32813, 0.69951, 0.29730], [-1.40073, -2.36356, -0.88760], [0.36990, -2.37669, -1.06307], [-0.31908, -1.60123, 0.29825], [0.89204, -0.26120, 2.38325], [2.31710, -0.46598, 2.88112], [0.35778, -1.18482, 2.17002], [0.30469, 0.30541, 3.10664], [1.02460, 0.35109, 1.50177], [2.34603, -0.91064, 3.88243], [2.80861, 0.49527, 2.97623], [2.86892, -1.21623, 2.32012]],
  "smiles": "CCSC.CC",
  "gap_ev": 9.32,
  "charge": 0
}

2) {
  "formula": "C5H14S",
  "method": "wB97M-V/def2-TZVPD",
  "species": ["C", "C", "S", "C", "H", "H", "H", "H", "H", "H", "H", "H", "C", "C", "H", "H", "H", "H", "H", "H"],
  "coordinates": [[-1.80479, -2.24568, 0.06678], [-0.68164, -1.44645, 0.64720], [-1.16707, -0.51005, 2.16647], [-2.18602, 0.75935, 1.38585], [-1.41298, -2.89408, -0.59101], [-2.47375, -1.54508, -0.22497], [-2.35096, -2.85691, 0.67699], [0.13388, -2.20076, 1.03965], [0.02493, -0.78147, 0.14890], [-1.66439, 1.68257, 1.31220], [-2.64689, 0.55989, 0.43336], [-3.08343, 0.96968, 2.03019], [2.94348, 0.79711, -1.06449], [1.81918, 1.81357, -1.21205], [2.94873, 0.35667, -0.07637], [2.79978, -0.03804, -1.75336], [3.95687, 1.23027, -1.13215], [1.74419, 2.03890, -2.27619], [2.22463, 2.77598, -0.79832], [0.87626, 1.53452, -0.77867]],
  "smiles": "CCSC.CC",
  "gap_ev": 9.40,
  "charge": 0
}

3) {
  "formula": "C5H14S",
  "method": "wB97M-V/def2-TZVPD",
  "species": ["C", "C", "S", "C", "H", "H", "H", "H", "H", "H", "H", "H", "C", "C", "H", "H", "H", "H", "H", "H"],
  "coordinates": [[0.07280, -0.98387, 2.42376], [-0.65018, -1.76390, 1.35490], [0.68460, -2.57461, 0.07446], [0.07989, -2.27481, -1.55320], [0.24200, -0.02011, 2.27401], [0.92910, -1.41210, 2.76526], [-0.60136, -0.75879, 3.10836], [-1.32709, -2.43061, 1.89623], [-1.21103, -1.14960, 0.72598], [0.76350, -2.78952, -2.29700], [-0.89395, -2.82511, -1.58462], [-0.09371, -1.14768, -1.69121], [0.06890, 1.79865, -0.67479], [0.53607, 3.20466, -1.15391], [0.73748, 0.97182, -0.94106], [-0.18758, 1.76668, 0.33132], [-0.80542, 1.53639, -1.32971], [-0.44100, 3.82955, -1.33747], [0.96651, 3.30419, -2.05863], [1.13048, 3.71877, -0.33267]],
  "smiles": "CCSC.CC",
  "gap_ev": 9.37,
  "charge": 0
}

The most stable of them is 1).